A structure of composition C33H50F3O18SY, computed with wB97M-V/def2-TZVPD.

2S+1 = 1
M = 912.71 g/mol
Highest occupied orbital energy = -12.989 eV
Gap between HOMO and LUMO = 5.7 eV
Total charge = +2

```
106
Properties=species:S:1:pos:R:3:lowdin_charge:R:1
Y 0.84 -3.00 2.82 1.9844
C -0.94 0.31 -0.21 -0.6473
F -1.50 1.02 0.80 0.1043
F -1.71 -0.68 -0.60 0.1732
F -0.76 1.20 -1.17 0.1457
S 0.74 -0.23 0.42 0.5489
O 0.51 -1.45 1.24 -0.4647
O 1.45 -0.56 -0.77 -0.2633
O 1.29 0.84 1.22 -0.2598
C -0.30 -0.05 -6.03 -0.1558
C 0.04 -0.97 -4.88 -0.1550
C 1.10 -0.19 -4.09 -0.2036
O 1.65 0.76 -5.02 -0.1364
C 0.53 1.19 -5.77 -0.2055
H -1.37 0.17 -6.11 0.0946
H -0.05 -0.52 -6.98 0.1181
H 0.38 -1.96 -5.17 0.1017
H -0.81 -1.11 -4.20 0.0967
H 1.90 -0.77 -3.63 0.1105
H 0.69 0.38 -3.26 0.0895
H 0.80 1.70 -6.70 0.1271
H -0.07 1.95 -5.25 0.1131
O -1.43 -2.85 2.37 -0.0465
C -2.60 -2.54 2.56 -0.4188
O -2.92 -1.45 3.20 0.0940
C -4.30 -1.13 2.96 -0.1072
C -4.95 -2.49 2.79 -0.1289
C -3.84 -3.37 2.19 -0.0270
H -4.36 -0.54 2.05 0.1381
H -4.83 -0.69 3.80 0.1431
H -5.86 -2.38 2.20 0.1331
H -5.21 -2.97 3.73 0.1273
H -3.91 -3.55 1.12 0.1366
H -3.78 -4.34 2.68 0.1342
O 2.88 -1.65 2.42 -0.0448
C 4.03 -1.31 2.12 -0.4245
O 5.01 -1.53 2.95 0.0809
C 6.30 -1.16 2.42 -0.0883
C 6.02 -0.52 1.02 -0.0989
C 4.48 -0.55 0.92 -0.0485
H 6.85 -2.09 2.30 0.1297
H 6.86 -0.47 3.04 0.1340
H 6.57 -1.11 0.29 0.1228
H 6.33 0.51 0.93 0.1162
H 4.17 -1.01 -0.02 0.1312
H 4.01 0.44 0.87 0.1358
O 0.43 -0.89 3.83 -0.0413
C 0.55 -0.23 4.86 -0.4249
O -0.28 -0.33 5.87 0.0735
C 0.11 0.59 6.94 -0.0819
C 0.93 1.63 6.20 -0.1338
C 1.61 0.86 5.10 -0.0348
H 0.80 0.05 7.60 0.1350
H -0.78 0.85 7.49 0.1393
H 1.60 2.17 6.85 0.1379
H 0.19 2.29 5.75 0.1159
H 2.49 0.33 5.47 0.1462
H 1.74 1.23 4.08 0.1298
O 5.87 1.45 -1.76 0.1184
C 4.87 1.98 -2.13 -0.4780
O 4.81 3.29 -2.52 0.0360
C 3.45 3.68 -2.71 -0.1375
C 2.61 2.54 -2.12 -0.1321
C 3.53 1.31 -2.31 -0.0744
H 3.20 3.96 -3.73 0.1301
H 3.30 4.54 -2.06 0.1251
H 1.75 2.49 -2.78 0.1007
H 2.32 2.66 -1.08 0.1121
H 3.53 0.93 -3.34 0.1252
H 3.39 0.46 -1.66 0.0781
O -3.68 0.08 -5.28 0.1411
C -3.91 0.77 -4.35 -0.4577
O -5.18 1.21 -4.08 0.0246
C -5.24 2.01 -2.90 -0.1477
C -3.92 1.76 -2.17 -0.1650
C -2.98 1.34 -3.28 -0.0872
H -6.08 1.78 -2.25 0.1252
H -5.28 3.04 -3.25 0.1316
H -4.05 0.88 -1.53 0.1092
H -3.53 2.62 -1.63 0.1126
H -2.20 0.64 -2.97 0.0887
H -2.53 2.21 -3.76 0.1389
O 0.35 3.65 3.50 0.1288
C -0.78 3.76 3.14 -0.4726
O -1.83 3.72 4.01 0.0033
C -3.11 3.60 3.35 -0.1116
C -2.78 3.74 1.83 -0.1436
C -1.30 4.09 1.76 -0.0612
H -3.72 4.45 3.62 0.1239
H -3.49 2.63 3.66 0.1127
H -3.44 4.54 1.50 0.1113
H -3.04 2.89 1.19 0.0837
H -1.12 5.16 1.62 0.1396
H -0.85 3.61 0.90 0.1132
O 0.36 -4.11 0.58 -0.0246
C 0.35 -4.57 -0.56 -0.4436
O 1.30 -4.25 -1.41 0.0827
C 1.07 -4.82 -2.72 -0.0926
C -0.32 -5.41 -2.64 -0.1308
C -0.58 -5.62 -1.15 -0.0400
H 1.82 -5.56 -3.00 0.1409
H 1.08 -3.97 -3.40 0.1284
H -0.47 -6.29 -3.27 0.1305
H -1.12 -4.77 -3.02 0.1269
H -0.15 -6.50 -0.65 0.1470
H -1.59 -5.46 -0.80 0.1290
```